{"formula": "C6H10N2", "method": "wB97M-V/def2-TZVPD", "lumo_ev": 0.950, "smiles": "C=CC(C)=C=N.C=N", "relative_energy_kj_mol": 265.5, "elements": ["N", "N", "C", "C", "C", "C", "C", "C", "H", "H", "H", "H", "H", "H", "H", "H", "H", "H"], "coordinates": [[-1.576060, 0.151218, 1.666447], [-1.531790, -2.359300, 0.140103], [-0.559573, 0.355753, 1.043757], [0.557606, 0.704701, 0.447608], [-0.833300, -1.813537, -0.746811], [1.882065, 0.342579, 1.069883], [-0.507644, 1.802221, -1.497539], [0.562281, 1.411808, -0.822571], [2.471958, -0.263259, 0.380498], [0.188968, -2.086595, -1.024633], [1.731528, -0.217336, 1.991458], [1.552261, 1.588541, -1.226842], [-0.419936, 2.313598, -2.446872], [-1.505360, 1.658994, -1.120619], [-1.271954, -1.000224, -1.311176], [-2.107157, -0.706307, 1.528533], [2.448877, 1.247771, 1.293718], [-1.082770, -3.130625, 0.635058]], "forces_ev_per_angstrom": [[-0.163, 0.476, 0.335], [-0.616, -0.481, 0.547], [-0.266, 0.064, 0.284], [0.350, -0.182, 0.146], [0.370, -0.035, -0.393], [-0.102, -0.016, 0.057], [-0.080, 0.360, -0.510], [0.040, -0.092, -0.053], [0.071, -0.047, 0.030], [-0.031, -0.103, 0.087], [0.129, 0.012, 0.009], [0.037, 0.067, -0.080], [0.041, -0.008, 0.025], [-0.262, -0.089, 0.125], [-0.005, 0.227, -0.141], [0.199, -0.234, -0.306], [0.061, -0.029, 0.060], [0.227, 0.110, -0.224]]}


{"formula": "C6H10N2", "method": "wB97M-V/def2-TZVPD", "lumo_ev": 0.857, "smiles": "NCC1=C[C@@H](N)C=C1", "relative_energy_kj_mol": 234.9, "elements": ["N", "N", "C", "C", "C", "C", "C", "C", "H", "H", "H", "H", "H", "H", "H", "H", "H", "H"], "coordinates": [[-2.832251, -0.655338, 0.401169], [2.610177, -0.827141, -0.317171], [-0.635057, 0.193057, -0.109945], [0.114573, 1.494292, -0.106794], [1.566894, -0.298100, 0.407405], [0.212279, -0.819059, -0.021240], [1.376910, 1.182232, 0.298465], [-2.077760, 0.152825, -0.456771], [2.285875, -1.159083, -1.262018], [-2.161809, -0.296188, -1.436255], [1.670992, -0.484627, 1.431714], [-2.478569, 1.149758, -0.733770], [-0.113445, 2.549529, -0.335228], [-3.093435, -0.271645, 1.350915], [0.096411, -1.918267, -0.034303], [3.418008, -1.327937, -0.015688], [-3.715281, -1.003517, -0.055404], [2.298729, 1.707847, 0.435328]], "forces_ev_per_angstrom": [[-3.116, -1.377, 2.016], [1.209, -1.192, -4.219], [-0.469, 1.587, -1.475], [2.526, -0.046, 1.371], [-2.211, 0.635, -0.298], [0.778, -1.229, 1.411], [-0.675, -0.011, -0.927], [0.027, 0.962, -1.718], [0.896, 0.538, 1.558], [0.192, -0.567, -0.453], [0.159, -0.601, 1.974], [0.201, 0.118, 0.889], [-0.757, -0.931, 0.155], [0.597, -0.348, -1.709], [-0.543, 0.855, -0.080], [-0.128, -0.062, 0.759], [1.350, 0.637, 0.836], [-0.035, 1.033, -0.089]]}


Computed E_HOMO (eV) in order:
-7.95, -7.97